Density functional theory data (the ωB97M-V functional and the def2-TZVPD basis) for a structure of composition C58H157N13NiO15 at a distorted geometry.

HOMO level (spin up / spin down) = -8.09 / -7.93 eV
<S²> = 2.005
frontier orbital gap (spin up / spin down) = 8.477 / 8.318 eV
spin multiplicity = 3
net charge = 0

Element x y z (Å)
Ni 1.28511 -3.81452 2.35909
C 4.10136 -5.48603 0.40944
C 3.26237 -5.95184 1.60499
C 3.96866 -6.97587 2.48305
O 2.87816 -4.89216 2.44753
H 4.31964 -6.31584 -0.29201
H 5.02980 -5.13156 0.84613
H 3.56090 -4.67170 -0.09054
H 2.50539 -6.49700 1.03521
H 4.58138 -7.67799 1.91746
H 3.21578 -7.58904 3.00143
H 4.58977 -6.33799 3.16082
C -0.11223 -1.31326 -0.18961
C 1.14619 -1.26048 0.60541
C 1.44335 0.22942 0.89431
O 0.98312 -1.97002 1.81081
H -0.92431 -0.69524 0.33452
H -0.45111 -2.30788 -0.38678
H -0.03713 -0.70049 -1.09958
H 2.02041 -1.65490 0.06027
H 1.36813 0.94346 0.03585
H 2.39078 0.42779 1.40267
H 0.74442 0.56745 1.65943
C -1.21696 4.22633 1.21788
C -2.29560 4.90799 2.06980
C -2.57120 6.42074 1.78945
O -1.37981 7.11280 1.99556
C -1.36737 8.35474 1.29063
N -3.52795 4.08203 1.87296
H -0.47548 4.91224 1.00969
H -1.64641 3.96933 0.29155
H -0.88229 3.23312 1.56915
H -1.94635 4.86363 3.10025
H -3.37115 6.82646 2.40824
H -2.94982 6.43571 0.69247
H -1.92430 8.19346 0.33708
H -0.29860 8.58985 1.07974
H -1.81350 9.25928 1.82527
H -3.41827 3.04124 1.94192
H -4.15333 4.16966 2.61814
C 5.04459 -2.43478 -2.38018
C 4.58666 -2.51388 -3.85365
C 3.06328 -2.63990 -3.90292
O 2.70041 -3.03339 -5.21105
C 2.51918 -4.41808 -5.30259
N 5.08945 -1.44245 -4.60402
H 4.88339 -1.47824 -1.91501
H 6.10930 -2.74743 -2.39903
H 4.54656 -3.17202 -1.79300
H 4.86432 -3.49533 -4.32168
H 2.57565 -1.65016 -3.90370
H 2.63213 -3.37824 -3.21714
H 2.12668 -4.67640 -6.28531
H 1.84706 -4.85710 -4.55232
H 3.45662 -4.95240 -5.09929
H 4.91026 -0.53171 -4.16106
H 4.79424 -1.43815 -5.59451
C -3.90999 1.33593 -0.80880
C -5.31650 1.89448 -0.50928
C -5.60022 3.12506 -1.33301
O -6.91873 3.69153 -1.22075
C -7.22120 4.18660 0.05276
N -6.27566 0.81802 -0.71214
H -3.14095 2.07949 -0.93087
H -3.98725 0.71209 -1.69409
H -3.56592 0.59382 -0.01717
H -5.44354 2.12123 0.54954
H -5.50602 2.86186 -2.38572
H -4.87890 3.91344 -1.00314
H -6.58861 5.14447 0.22906
H -6.96488 3.47681 0.85120
H -8.28006 4.40375 0.07489
H -6.09925 0.21759 -1.49298
H -7.19096 1.19783 -0.69498
C -1.81303 -3.34667 -7.26904
C -2.50433 -2.24863 -6.48808
C -1.71783 -1.80640 -5.25784
O -1.46066 -2.91869 -4.42566
C -1.19785 -2.43775 -3.15724
N -2.87176 -1.15242 -7.41934
H -2.31522 -3.62870 -8.19097
H -1.65374 -4.21608 -6.71757
H -0.78987 -3.00541 -7.57681
H -3.39160 -2.71763 -6.01331
H -2.36987 -1.08034 -4.73799
H -0.78316 -1.21467 -5.51282
H -0.17344 -2.01577 -3.08437
H -1.21948 -3.28379 -2.48910
H -1.84954 -1.65442 -2.90481
H -2.08735 -0.70337 -7.83708
H -3.48458 -0.43935 -7.00468
C 2.36841 -4.22407 6.50873
C 1.28888 -4.30688 5.50149
C -0.05490 -4.05570 6.13229
O -1.08462 -4.36088 5.21568
C -2.31790 -4.40607 5.86469
N 1.42222 -3.33044 4.40787
H 2.14608 -3.39917 7.18901
H 3.39839 -3.99167 6.22168
H 2.34225 -5.09428 7.19353
H 1.32006 -5.24608 5.01985
H -0.01462 -3.04374 6.52287
H -0.20044 -4.68330 7.02161
H -2.36722 -3.53796 6.54237
H -2.45205 -5.40555 6.40819
H -3.10821 -4.23867 5.15210
H 2.33438 -2.87499 4.49933
H 0.74653 -2.53005 4.46487
C 1.02779 0.10043 6.53571
C 0.15029 0.51308 5.35526
C 0.50615 1.84771 4.80246
O 0.15789 2.88909 5.76401
C 0.29074 4.24128 5.38053
N 0.23014 -0.54730 4.35920
H 1.38745 0.99804 7.06272
H 1.88669 -0.43060 6.09792
H 0.55032 -0.47194 7.30849
H -0.91735 0.65676 5.61130
H -0.07723 1.92520 3.82104
H 1.55940 1.92702 4.62174
H -0.38295 4.70843 6.07561
H 0.06540 4.29548 4.29741
H 1.29300 4.70679 5.49445
H 1.13791 -0.63633 3.84771
H -0.52591 -0.56620 3.70851
C -5.84707 -2.07765 3.19336
C -4.99669 -1.28173 2.17168
C -3.53827 -1.05063 2.75148
O -3.47508 -0.67461 4.13026
C -3.93135 0.66503 4.27803
N -4.94869 -1.90995 0.81357
H -6.15197 -1.63836 4.04620
H -5.42131 -3.04770 3.51118
H -6.73043 -2.31026 2.58798
H -5.53208 -0.38515 1.92785
H -3.10678 -0.42145 1.99680
H -3.08203 -2.01958 2.77359
H -3.46836 1.32585 3.50703
H -3.62980 0.98830 5.32213
H -5.01247 0.68091 4.18956
H -4.83867 -2.90331 0.78030
H -5.70382 -1.63800 0.23665
C 3.32001 2.40905 -2.59166
C 4.85984 2.46106 -2.52632
C 5.33196 1.85361 -1.16573
O 6.68835 2.06489 -1.01111
C 7.12745 3.34443 -0.53064
N 5.36899 1.77528 -3.65103
H 3.00674 3.09392 -3.46878
H 2.68455 2.79024 -1.73346
H 3.01661 1.39664 -2.81832
H 4.96964 3.49703 -2.42404
H 5.07052 0.79585 -1.07918
H 4.86452 2.42286 -0.33003
H 7.38258 3.22568 0.52638
H 6.28911 4.03570 -0.70403
H 8.06083 3.61022 -1.07918
H 6.32381 1.91531 -3.58856
H 5.06356 2.24228 -4.50279
C -1.85456 5.78977 -3.39603
C -1.14227 4.61431 -2.78645
C -1.69359 3.31133 -3.24619
O -0.69518 2.32144 -2.89244
C -0.86933 1.00817 -3.43382
N 0.22602 4.75684 -3.27125
H -1.30784 6.69536 -3.06827
H -2.94447 5.76587 -3.24885
H -1.64623 5.77155 -4.50652
H -1.10198 4.68829 -1.66120
H -1.65906 3.32793 -4.36791
H -2.72036 3.05268 -2.81913
H -1.75302 0.47315 -3.04262
H 0.06451 0.44398 -3.23672
H -0.88483 0.97227 -4.55797
H 0.75256 3.96645 -2.94681
H 0.10525 4.80608 -4.32123
C 3.51689 5.64369 -1.15550
C 2.22377 5.46039 -0.29780
C 2.46704 5.79774 1.15691
O 3.55230 5.07876 1.65356
C 3.21012 3.74356 1.98416
N 1.13675 6.34618 -0.74044
H 3.98819 6.61975 -1.02033
H 3.21360 5.60821 -2.19562
H 4.32896 4.93913 -0.96340
H 1.98599 4.41673 -0.47696
H 1.53933 5.75824 1.74924
H 2.77957 6.84086 1.16960
H 2.81492 3.25157 1.05590
H 2.41559 3.73975 2.77671
H 4.11097 3.26396 2.41165
H 1.21111 7.32413 -0.51336
H 0.86097 6.15856 -1.68627
C 4.93715 -1.63614 1.12012
C 5.03831 -1.57465 2.65591
C 4.98476 -0.14319 3.17574
O 5.64014 0.82853 2.35427
C 7.04815 0.66902 2.32591
N 3.89833 -2.16199 3.25943
H 5.90691 -1.25644 0.64679
H 4.12227 -1.00892 0.70853
H 4.72967 -2.63465 0.75215
H 5.97144 -2.08744 2.95059
H 5.49216 -0.19543 4.17096
H 3.95721 0.13044 3.39120
H 7.26496 0.95459 1.28280
H 7.35764 -0.29993 2.64126
H 7.56642 1.41551 2.89890
H 3.95776 -3.16220 3.20334
H 3.04147 -1.90976 2.72821
C -6.30148 0.84175 -6.32798
C -5.55926 0.60307 -5.06678
C -5.67348 -0.82667 -4.56522
O -5.13726 -0.87092 -3.27132
C -5.01583 -2.15001 -2.78633
N -4.12408 0.87744 -5.18458
H -7.29321 0.50174 -6.15682
H -5.83095 0.24355 -7.07737
H -6.28231 1.92072 -6.59013
H -5.85742 1.31140 -4.28038
H -5.14812 -1.49364 -5.20330
H -6.70317 -1.22052 -4.57595
H -4.25641 -2.75589 -3.29180
H -6.02369 -2.64570 -2.95222
H -4.88747 -2.06765 -1.73467
H -3.86732 1.86631 -5.43155
H -3.71466 0.59855 -4.31511
C -1.85185 -4.68034 1.20005
C -0.87021 -5.85054 1.32039
C 0.01735 -5.98749 0.10372
O 0.80015 -4.75691 -0.00470
C 1.42518 -4.58461 -1.21955
N -0.03343 -5.58230 2.44606
H -2.46425 -4.75456 0.29224
H -1.32424 -3.78132 1.21909
H -2.57104 -4.62503 2.05194
H -1.42369 -6.77031 1.36923
H -0.53463 -6.06072 -0.78317
H 0.62383 -6.87676 0.19509
H 1.93087 -3.59772 -1.09845
H 0.67596 -4.53243 -2.03202
H 2.03090 -5.42527 -1.47576
H 0.75132 -6.24285 2.52603
H -0.58293 -5.53866 3.29008

Density functional theory data (the ωB97M-V functional and the def2-TZVPD basis) for a cluster of 16 separate species, C58H161N13O19 in total at a distorted geometry.

HOMO level = -8.26 eV
frontier orbital gap = 8.694 eV
energy above the lowest of the compared OMol25 structures with the same formula, charge and spin = 1.824 eV
net charge = 0

Element x y z (Å)
C -0.47672 0.62223 -0.20129
C -1.37659 0.10150 0.93964
O -1.60937 -1.32372 0.63550
O 0.81149 0.13110 -0.09994
H -0.36256 1.69480 -0.04421
H -1.02512 0.42761 -1.12296
H -2.34830 0.59488 0.91818
H -1.00514 0.15622 1.96294
H -0.78621 -1.74949 0.38507
H 0.81415 -0.82820 -0.06332
C 2.06127 -2.83917 3.18664
C 2.03097 -4.33412 3.61274
O 1.35899 -4.59204 4.81424
O 2.60153 -2.69670 1.86207
H 2.63155 -2.20343 3.86393
H 1.04875 -2.44027 3.24816
H 3.02603 -4.77438 3.54850
H 1.42715 -4.91457 2.91519
H 0.77545 -5.34069 4.67071
H 3.56005 -2.65773 1.89836
C 4.76324 -0.31911 4.00189
C 4.14632 0.96448 4.61934
O 5.25409 1.86355 4.77546
O 4.93605 -1.38948 4.93756
H 5.71894 -0.17373 3.49831
H 4.12633 -0.72397 3.21543
H 3.58768 0.71564 5.52161
H 3.34254 1.34319 3.98797
H 4.96562 2.44856 5.47984
H 5.82290 -1.70553 4.74988
C 5.90922 -1.17395 0.56618
C 6.32996 -2.67262 0.71020
C 7.87454 -2.93900 0.69446
O 8.51827 -2.23905 1.77131
C 9.95710 -2.38813 1.75374
N 5.70663 -3.10916 1.95000
H 6.14977 -0.77559 -0.41949
H 6.38020 -0.60667 1.36897
H 4.84404 -1.01855 0.73746
H 5.87401 -3.23114 -0.10727
H 8.32615 -2.64965 -0.25444
H 7.97468 -4.01822 0.81010
H 10.34173 -3.39982 1.88275
H 10.37851 -1.87534 2.61836
H 10.41722 -1.96993 0.85848
H 6.21965 -2.65641 2.69292
H 5.91930 -4.08071 2.12594
C -0.07577 -3.12641 -2.38203
C 1.11295 -3.14805 -1.36959
C 2.32894 -2.30253 -1.76324
O 2.94243 -2.90740 -2.92605
C 4.11018 -2.12946 -3.20512
N 0.55564 -2.83641 -0.05998
H 0.29416 -3.61397 -3.28399
H -0.40608 -2.10570 -2.57474
H -0.90634 -3.73489 -2.02426
H 1.31443 -4.21798 -1.31706
H 3.04620 -2.37381 -0.94558
H 2.12325 -1.24303 -1.91572
H 4.88357 -2.40000 -2.48625
H 4.00871 -1.04798 -3.11460
H 4.49268 -2.29665 -4.21202
H -0.13934 -3.54655 0.12116
H 1.26752 -2.99573 0.63856
C -3.44381 3.35372 -1.45321
C -3.87519 4.25352 -2.57577
C -5.36659 4.06741 -2.86489
O -5.92463 5.19762 -3.53632
C -7.32372 5.29955 -3.44224
N -3.67901 5.58952 -2.17997
H -2.40887 3.55565 -1.17712
H -3.36510 2.35161 -1.87473
H -4.03386 3.42520 -0.53952
H -3.35872 3.98521 -3.49738
H -5.89426 3.82307 -1.94296
H -5.49227 3.17784 -3.48212
H -7.68728 5.53367 -2.44168
H -7.76436 4.32014 -3.62849
H -7.63333 6.13282 -4.07303
H -4.43882 5.99337 -2.70883
H -3.90341 5.75552 -1.20931
C 0.71283 -7.34245 -1.30384
C 1.31359 -7.56573 0.08517
C 2.36764 -6.51815 0.42224
O 3.47261 -6.41995 -0.50990
C 4.47663 -5.54483 0.03429
N 0.28634 -7.56391 1.12318
H 1.42620 -7.74340 -2.02387
H 0.55987 -6.28977 -1.54169
H -0.20390 -7.88568 -1.53318
H 1.88505 -8.48952 0.17540
H 2.83806 -6.62888 1.39925
H 1.86338 -5.55451 0.49447
H 5.36418 -5.47999 -0.59512
H 4.89002 -6.01889 0.92449
H 4.04833 -4.55577 0.19680
H -0.03373 -6.61600 1.26143
H -0.56619 -8.00868 0.81419
C 5.41510 3.69360 -0.86723
C 5.05962 3.69595 -2.34405
C 4.34469 2.42488 -2.85065
O 5.02050 1.20764 -2.54284
C 6.27287 0.99898 -3.21208
N 4.25414 4.90121 -2.58753
H 5.92136 4.62892 -0.62853
H 5.97971 2.78425 -0.66135
H 4.48874 3.73097 -0.29404
H 5.97244 3.90443 -2.90207
H 4.26227 2.59291 -3.92446
H 3.31113 2.41688 -2.50453
H 6.98344 1.80281 -3.01961
H 6.13729 0.98786 -4.29356
H 6.75065 0.07980 -2.87309
H 4.79874 5.53371 -2.01880
H 3.36822 4.88719 -2.10273
C -4.96618 0.82856 5.54019
C -4.50626 2.10064 4.84107
C -3.40781 1.90283 3.78467
O -2.95438 3.14521 3.21211
C -2.08554 3.99356 3.89892
N -5.60534 2.73549 4.15307
H -5.28037 0.09459 4.79811
H -5.74807 1.11379 6.24403
H -4.16798 0.30973 6.07104
H -4.18642 2.75647 5.65082
H -3.78791 1.29542 2.96328
H -2.53089 1.39627 4.18779
H -1.96927 4.90241 3.30851
H -1.10368 3.59127 4.14835
H -2.42981 4.26690 4.89635
H -5.13024 3.35368 3.51104
H -6.03341 2.06753 3.52802
C -1.31714 -1.45653 5.14448
C -0.16563 -0.86113 6.00584
C -0.53928 0.26947 6.95850
O -1.03977 1.46685 6.34314
C -1.38513 2.40902 7.28422
N 0.45908 -1.98423 6.70192
H -0.96775 -2.15841 4.38725
H -1.88119 -0.72498 4.56588
H -2.04527 -1.94935 5.78873
H 0.48704 -0.34551 5.30138
H 0.36047 0.44172 7.54916
H -1.32952 -0.12425 7.59773
H -2.12328 1.92741 7.92553
H -1.71202 3.28723 6.72746
H -0.46499 2.71281 7.78338
H 1.40615 -1.83362 7.01891
H 0.74538 -2.67818 6.02623
C -5.28021 -0.49539 1.06421
C -6.10046 0.73458 1.02904
C -6.88703 0.85172 -0.31799
O -8.01608 -0.07751 -0.28842
C -8.95981 0.21506 -1.31820
N -6.76996 0.95842 2.32953
H -4.57449 -0.50644 0.23358
H -5.89529 -1.38708 0.94311
H -4.83220 -0.66470 2.04336
H -5.46639 1.62115 1.02308
H -6.27856 0.76468 -1.21814
H -7.27359 1.86979 -0.27125
H -9.19208 1.27989 -1.30138
H -9.90419 -0.31492 -1.19430
H -8.44817 0.04923 -2.26627
H -7.07066 0.05871 2.67624
H -7.63762 1.43980 2.14104
C 1.18863 6.46034 1.66668
C 2.09582 5.31844 1.12032
C 1.40412 3.91386 1.38304
O 1.06180 3.71229 2.71578
C 0.59670 2.38007 2.95933
N 2.23748 5.49346 -0.30782
H 1.64371 7.42408 1.43820
H 1.22351 6.29570 2.74361
H 0.16727 6.41334 1.28892
H 3.06901 5.32706 1.61116
H 2.08891 3.16243 0.98996
H 0.51117 3.90009 0.75809
H -0.39582 2.38613 2.50880
H 0.58944 2.22955 4.03886
H 1.20023 1.54277 2.60893
H 1.34843 5.34952 -0.76494
H 2.53903 6.40266 -0.62800
C -4.96176 0.40283 -5.30288
C -3.90105 0.72578 -4.33265
C -3.14893 -0.59405 -3.81618
O -4.16030 -1.35841 -3.14158
C -3.72271 -2.47424 -2.35454
N -2.94794 1.57811 -5.05497
H -4.53404 -0.15176 -6.13809
H -5.38559 1.32233 -5.70659
H -5.69241 -0.29747 -4.89811
H -4.31043 1.19473 -3.43789
H -2.28514 -0.47631 -3.16189
H -2.70106 -1.19482 -4.60775
H -3.01957 -2.07102 -1.62576
H -3.21022 -3.15283 -3.03643
H -4.38572 -3.16162 -1.82918
H -2.08113 1.48453 -4.54508
H -2.68112 1.08182 -5.89319
C 0.96234 -1.22853 -5.60682
C 1.05563 0.19136 -4.95396
C 1.98041 1.07331 -5.80331
O 1.82843 0.81588 -7.20576
C 2.70790 1.60985 -8.00114
N -0.28553 0.75712 -5.03703
H 0.41882 -1.09154 -6.54165
H 0.39814 -1.89777 -4.95728
H 1.89008 -1.76351 -5.80976
H 1.41932 0.11502 -3.92926
H 3.03464 0.86959 -5.61570
H 1.85588 2.12854 -5.56024
H 2.58123 2.68361 -7.86293
H 2.60256 1.41747 -9.06884
H 3.75514 1.51870 -7.71292
H -0.60135 0.84227 -5.99259
H -0.10552 1.71474 -4.77120
C 0.45338 3.07358 -2.52388
C 0.34141 4.56635 -2.86987
C -0.30310 4.82642 -4.28598
O 0.14087 3.81569 -5.22619
C -0.06166 4.03217 -6.65047
N -0.41552 5.26588 -1.82639
H -0.52505 2.59733 -2.58668
H 0.84486 2.96482 -1.51244
H 1.12680 2.59451 -3.23459
H 1.35259 4.97255 -2.89450
H 0.02437 5.80996 -4.62288
H -1.39122 4.83594 -4.34914
H 0.16691 5.06423 -6.91637
H -1.10535 3.77109 -6.82550
H 0.62658 3.34851 -7.14751
H -1.35760 4.99203 -2.06636
H -0.51198 6.25520 -2.00539
C -2.80879 -4.92776 4.53716
C -2.81508 -5.41740 3.01542
C -1.72483 -4.63929 2.17361
O -1.50007 -5.06203 0.78977
C -2.53994 -4.96958 -0.12466
N -2.69040 -6.86408 3.02394
H -1.87449 -5.03417 5.08841
H -3.58572 -5.48667 5.05878
H -3.17941 -3.90407 4.59001
H -3.75584 -5.07281 2.58607
H -0.72640 -4.73064 2.60129
H -1.96207 -3.57676 2.12035
H -3.30659 -5.64192 0.26044
H -2.15115 -5.22709 -1.10987
H -2.95664 -3.96303 -0.08832
H -3.61189 -7.25130 3.16888
H -2.50523 -7.08149 2.05515